(1)
Formula: C24H50ClFP2Si2Sn
Source: OMol25
Level of theory: wB97M-V/def2-TZVPD

Structure (XYZ):
```
81
Properties=species:S:1:pos:R:3:forces:R:3
Sn -0.3042 0.0646 0.6931 1.6 -0.1 -0.5
C 2.4043 -0.1316 -1.4976 -0.8 0.0 0.3
C 1.7375 -1.3309 -1.8802 0.1 -0.3 0.1
C 0.6938 -0.9573 -2.7745 0.0 0.4 0.4
Si 2.2009 -3.0349 -1.2810 -0.5 1.7 -0.8
C 0.6934 0.4550 -2.8995 0.0 -0.4 0.5
C 1.7361 0.9807 -2.0843 0.1 0.4 0.1
Si 2.1974 2.7646 -1.7921 -0.5 -1.8 -0.5
H 3.2927 -0.0761 -0.8713 -0.1 0.0 0.0
H 0.0247 -1.6552 -3.2743 0.1 0.2 0.0
H 0.0255 1.0530 -3.5154 0.1 -0.2 0.0
Cl -2.5218 0.1350 1.4886 -0.2 0.0 0.2
C 4.0538 2.8632 -1.6930 0.2 0.4 0.1
C 1.5584 3.7794 -3.2221 0.1 0.4 0.0
C 4.0574 -3.1080 -1.1571 0.2 -0.4 0.2
C 1.5743 -4.2837 -2.5188 0.1 -0.4 0.1
H 2.1062 3.4606 -4.1188 -0.1 0.1 0.1
H 1.7688 4.8433 -3.0503 -0.1 -0.1 -0.2
H 0.4869 3.6591 -3.4140 0.2 0.0 0.0
H 4.4160 2.5325 -0.7120 0.0 0.1 -0.2
H 4.3834 3.8958 -1.8638 0.2 -0.2 0.1
H 4.4908 2.2178 -2.4658 -0.1 0.2 0.2
H 2.0697 -4.0751 -3.4765 -0.1 -0.1 0.2
H 0.4911 -4.2537 -2.6792 0.2 0.0 0.0
H 1.8553 -5.2962 -2.2000 -0.1 0.0 -0.2
H 4.4968 -2.6072 -2.0295 -0.1 -0.1 0.2
H 4.3919 -4.1529 -1.1420 0.1 0.2 0.1
H 4.4143 -2.6082 -0.2484 0.0 -0.1 -0.2
C 1.4611 3.3761 -0.1423 0.1 0.2 0.4
C 1.4517 -3.3497 0.4457 0.1 -0.1 0.5
P -0.2021 2.7812 0.3427 0.2 0.9 -0.4
H 1.4678 4.4800 -0.1686 -0.1 -0.3 0.2
H 2.1540 3.0668 0.6630 -0.2 0.1 -0.3
P -0.2096 -2.6779 0.8197 0.2 -1.0 -0.2
H 2.1428 -2.9097 1.1893 -0.2 -0.1 -0.3
H 1.4515 -4.4419 0.6081 -0.1 0.3 0.1
C -0.7263 -3.3434 2.4901 -0.2 0.2 0.0
C -1.3284 -3.5845 -0.3745 0.2 0.5 0.1
C -1.3258 3.4628 -0.9894 0.3 -0.4 0.2
C -0.7184 3.7228 1.8735 -0.2 -0.2 0.0
C -0.6759 2.8619 3.1426 0.0 -0.1 0.0
H -1.7723 3.9798 1.6698 0.3 0.0 0.1
C 0.0851 5.0006 2.1059 -0.1 0.2 0.1
H 1.1499 4.7743 2.2451 -0.2 0.1 0.0
H -0.2870 5.4619 3.0302 0.1 0.0 -0.2
H -0.0261 5.7345 1.3018 0.1 -0.2 0.1
H -1.3613 2.0084 3.0841 0.2 0.2 0.0
H -0.9748 3.4882 3.9947 0.1 -0.2 -0.1
H 0.3348 2.4794 3.3303 -0.2 0.0 0.0
H -0.8850 3.0777 -1.9238 -0.2 0.1 0.3
C -1.3391 4.9941 -1.0312 -0.1 0.1 -0.1
C -2.7439 2.9001 -0.8413 -0.1 0.1 -0.1
H -0.3496 5.4409 -1.1960 -0.2 -0.2 0.1
H -1.7723 5.4210 -0.1149 0.1 -0.1 -0.2
H -1.9802 5.3071 -1.8676 0.1 0.0 0.2
H -2.7719 1.8129 -0.9719 0.0 0.2 0.1
H -3.3842 3.3538 -1.6094 0.1 -0.1 0.2
H -3.1774 3.1388 0.1404 0.1 -0.1 -0.2
H -0.8847 -3.3703 -1.3609 -0.2 0.0 0.3
C -2.7440 -2.9983 -0.3298 -0.1 -0.1 -0.1
C -1.3451 -5.0994 -0.1478 -0.1 -0.1 -0.1
H -0.3564 -5.5696 -0.2316 -0.2 0.2 0.0
H -1.9862 -5.5528 -0.9170 0.1 0.1 0.2
H -1.7785 -5.3593 0.8285 0.1 0.1 -0.2
H -2.7648 -1.9497 -0.6475 0.0 -0.2 0.1
H -3.1794 -3.0597 0.6780 0.1 0.0 -0.2
H -3.3859 -3.5748 -1.0089 0.1 0.1 0.1
C -0.6833 -2.2757 3.5903 0.0 0.1 0.0
C 0.0780 -4.5602 2.9437 -0.1 -0.2 0.1
H -1.7797 -3.6335 2.3338 0.3 0.0 0.1
H 1.1421 -4.3111 3.0435 -0.2 -0.1 0.0
H -0.0301 -5.4245 2.2808 0.1 0.2 0.1
H -0.2958 -4.8527 3.9340 0.1 0.0 -0.2
H 0.3280 -1.8679 3.7081 -0.2 0.0 0.0
H -0.9825 -2.7447 4.5383 0.1 0.2 -0.2
H -1.3675 -1.4448 3.3846 0.2 -0.2 0.1
C -5.2787 0.1243 1.3588 -0.6 -0.2 -0.2
H -5.2895 0.2135 2.4420 0.0 0.0 -0.4
H -5.3277 -0.8561 0.8793 0.0 0.4 0.3
H -5.3206 1.0068 0.7258 0.0 -0.2 0.3
F 0.7498 0.2090 2.4079 -0.4 -0.1 -0.8
```
Forces are in eV/Å.

Output
Kohn-Sham gap (alpha / beta)	5.02 / 7.06	eV
LUMO (alpha / beta)	-1.62 / 0.40	eV



(2)
Formula: C24H50N2O3PS
Source: OMol25
Level of theory: wB97M-V/def2-TZVPD

Structure (XYZ):
```
81
Properties=species:S:1:pos:R:3:forces:R:3
C 2.6407 -2.5294 0.3298 -0.3 2.0 -0.3
C 2.0382 -1.1429 0.2154 1.4 -3.0 0.9
C 2.2957 -0.0471 1.4157 1.1 1.1 -0.8
C 1.7725 1.5037 1.2178 -1.1 -1.0 -0.9
C 3.0443 2.4566 0.8165 -1.9 2.8 0.6
C 3.6798 3.4989 1.9103 -0.8 0.4 1.2
C 2.4100 3.4207 -0.3478 0.5 0.5 -1.2
C 1.4406 4.5663 0.3570 0.1 0.6 -0.2
C 0.1395 4.9910 -0.5450 -0.7 0.9 1.0
C -1.2151 4.3606 0.1578 0.4 -1.0 -1.0
C -1.3770 2.8292 -0.4878 -1.2 1.1 0.6
C -2.9797 2.6177 -0.7588 0.4 -1.6 0.7
C -3.6715 1.8741 0.5670 -0.4 -0.6 -0.7
C -4.7044 0.7348 -0.0905 0.5 2.0 -0.6
O -5.8306 0.3935 0.7921 2.7 -1.7 -0.8
C -5.3276 -0.7092 1.6353 0.4 0.3 0.9
N 4.2027 1.5361 0.5040 2.5 -1.7 -0.4
C 4.5311 1.4053 -0.9872 -0.5 -3.1 -3.5
C 4.4881 0.1399 -1.7693 0.0 2.2 1.6
C 3.9332 0.2572 1.2918 -0.6 -3.1 0.9
P 4.4241 0.2414 3.1769 1.3 -0.9 2.6
O 4.2917 -1.4665 3.6487 -0.8 3.4 -0.4
O 3.3702 1.2088 4.1698 0.1 -2.4 -2.5
S 6.2788 0.7538 3.4895 -1.3 0.3 -0.6
H 3.7555 -2.7272 -0.0457 -2.6 0.6 0.7
H 2.0900 -3.4481 0.8043 0.9 2.1 -0.9
H 1.4178 -0.7893 -0.7332 1.1 -0.1 1.8
H 2.1088 -0.5161 2.4805 0.2 0.5 -2.4
H 1.0486 1.9514 2.0334 1.9 -1.0 -1.3
H 1.0347 1.3937 0.2858 1.8 0.6 1.8
H 4.0895 4.4512 1.3624 -0.8 -1.9 1.0
H 4.5426 3.0645 2.5711 -1.6 0.6 -1.3
H 2.8236 3.8402 2.6683 2.0 -0.7 -1.8
H 3.2547 4.0113 -0.9492 -1.7 -1.3 1.4
H 1.8180 2.8137 -1.1881 1.2 1.1 2.1
H 2.0995 5.5390 0.5041 -1.3 -2.2 -0.1
H 1.0344 4.2332 1.4145 1.0 0.6 -2.2
H 0.0044 6.1737 -0.4922 0.6 -2.5 -0.3
H 0.2336 4.6627 -1.6887 -0.2 0.7 2.6
H -1.1437 4.2334 1.3195 0.2 0.6 -2.1
H -2.1915 5.0051 -0.0443 2.2 -1.4 0.2
H -1.0502 2.0490 0.3210 -0.5 1.3 -1.7
H -0.7217 2.6988 -1.4581 -1.4 0.3 1.9
H -3.5892 3.5983 -0.9494 1.5 -1.9 0.1
H -3.0717 1.8726 -1.6788 -0.1 1.6 1.9
H -4.2286 2.6322 1.2729 1.0 -1.5 -1.6
H -2.8905 1.2880 1.2211 -1.3 1.3 -1.3
H -4.0189 -0.1632 -0.3951 -1.5 1.3 0.6
H -5.0902 1.2392 -1.1009 0.4 -1.3 2.3
H -4.4250 -0.2526 2.2640 -1.9 -1.2 -1.0
H -6.1875 -1.0543 2.3632 1.8 0.7 -1.6
H -4.8964 -1.5998 0.9903 -1.1 1.7 1.2
H 5.1570 1.8102 0.8882 -1.4 0.6 0.3
H 4.8880 2.3933 -1.5306 -1.9 -1.9 1.4
H 3.8941 0.1248 -2.7960 2.5 0.5 1.7
H 5.0497 -0.8611 -1.4739 -2.2 1.9 0.1
H 4.6165 -0.6394 0.9061 -1.7 1.8 0.7
H 4.3937 -1.5420 4.6428 0.0 0.4 -1.4
H 2.4005 1.0116 4.0118 1.4 0.2 0.3
C -4.1797 -5.2555 -2.8107 0.0 -0.1 -0.1
C -3.5547 -4.1536 -1.9617 0.0 -0.3 0.1
N -2.4322 -4.6096 -1.1381 0.2 0.2 0.4
C -2.0350 -3.6430 -0.1095 -0.2 -0.4 0.0
C -1.4820 -2.3020 -0.5805 0.2 0.4 0.0
C -1.3266 -5.2573 -1.8462 -0.3 -0.3 -0.1
C -0.6344 -4.4679 -2.9525 0.3 0.1 -0.2
H -4.4717 -6.1130 -2.1953 0.1 0.1 -0.1
H -5.0808 -4.8774 -3.3063 0.2 0.0 0.1
H -3.4995 -5.6032 -3.5939 -0.1 0.0 0.1
H -4.3457 -3.7753 -1.3026 0.3 0.0 0.1
H -3.2666 -3.3219 -2.6132 0.0 0.1 -0.2
H -1.3040 -4.1084 0.5642 -0.1 -0.1 -0.2
H -2.9078 -3.4441 0.5234 -0.1 -0.1 -0.2
H -0.4670 -2.3968 -0.9711 0.0 -0.1 -0.1
H -1.4308 -1.6092 0.2670 -0.1 0.0 0.0
H -2.1111 -1.8351 -1.3429 0.1 -0.1 0.0
H -1.7005 -6.1928 -2.2821 -0.1 0.2 0.1
H -0.5701 -5.5863 -1.1227 -0.2 0.2 0.1
H -1.3421 -3.9810 -3.6278 0.0 0.0 0.1
H -0.0242 -5.1470 -3.5592 -0.1 0.1 0.1
H 0.0411 -3.7114 -2.5489 -0.1 0.0 -0.1
```
Forces are in eV/Å.

Output
Kohn-Sham gap	4.04	eV
energy relative to the best compared isomer or geometry (same formula, charge and spin)	264.1	kcal/mol
LUMO	-5.41	eV
net charge	+1



no.,electronic energy (eV)
1,-81104.74724
2,-54923.47572